Here is a structure of composition C26H31N9O2S3SiTa at a distorted geometry from the OMol25 dataset. Energies are from ωB97M-V with the def2-TZVPD basis set.

Geometry as XYZ:
```
73
Properties=species:S:1:pos:R:3:forces:R:3
Ta 0.06504 -0.29872 0.40573 1.11 -2.49 -0.53
C 1.35146 -1.24956 4.66601 -0.01 -0.10 -0.08
C 1.21666 -1.32265 3.18175 0.21 -0.12 0.04
N 0.09390 -1.36142 2.55539 -0.12 0.54 -0.23
N -1.05903 -1.39549 3.29291 0.04 -0.03 -0.14
C -2.23325 -1.28739 2.65899 -0.10 -0.04 -0.09
N -3.33837 -1.37478 3.36966 -0.11 -0.01 -0.02
S -2.32622 -1.07697 0.96492 0.23 0.25 -0.16
C 2.38963 -1.39493 2.29021 -0.15 0.00 0.04
C 3.62283 -1.79372 2.74425 0.22 -0.03 0.04
C 4.66492 -1.93479 1.82945 0.04 -0.03 0.05
C 4.42571 -1.65958 0.49963 0.06 -0.01 -0.01
C 3.15347 -1.26504 0.11189 -0.04 -0.05 0.10
N 2.14842 -1.14720 0.98530 -0.27 0.50 -0.36
H 1.20576 -2.23089 5.12934 -0.01 0.01 -0.03
H 2.33500 -0.88736 4.94922 0.00 0.00 0.00
H 0.61807 -0.55455 5.08026 0.03 0.03 0.01
H -1.00588 -1.42530 4.30167 0.05 -0.02 0.01
H -3.34461 -1.57497 4.35956 0.00 -0.01 0.00
H -4.23401 -1.28500 2.91237 0.00 0.02 0.02
H 3.78154 -2.01418 3.79022 0.01 0.01 -0.01
H 5.64169 -2.26117 2.16313 -0.02 0.03 -0.01
H 5.20647 -1.74013 -0.24390 -0.01 -0.02 0.00
H 2.92940 -1.04134 -0.92051 0.01 0.02 0.00
C -0.64406 -4.15013 -5.44995 -0.06 -0.24 -0.08
Si 0.25255 -2.73492 -4.67374 -0.04 -0.02 0.17
C -0.60124 -1.12316 -5.01219 -0.09 0.22 0.01
C 2.05231 -2.67239 -5.07785 0.27 0.02 -0.08
C 0.15108 -3.07565 -2.77497 -0.06 -0.10 0.04
C -0.04986 -4.37890 -2.29158 0.03 0.04 0.00
C -0.16555 -4.66367 -0.93335 0.00 -0.09 -0.06
C -0.12854 -3.62146 -0.03690 -0.08 -0.06 0.05
N 0.06757 -2.37319 -0.46927 -0.04 0.37 0.25
C 0.22848 -2.12350 -1.77751 0.22 0.00 -0.02
S 0.55455 -0.37957 -1.96099 -0.39 0.20 0.78
H -0.89954 -3.90635 -6.48412 0.03 -0.02 0.03
H -1.57902 -4.37007 -4.92700 0.01 -0.01 -0.08
H -0.03760 -5.05998 -5.47663 -0.07 0.03 0.01
H -0.89033 -1.09762 -6.06640 0.00 0.02 0.04
H 0.04513 -0.26031 -4.83266 -0.08 -0.04 -0.03
H -1.51268 -1.00830 -4.41797 0.02 0.02 -0.06
H 2.20114 -2.59611 -6.15859 0.01 0.01 0.06
H 2.56974 -3.57253 -4.73621 0.01 0.05 -0.04
H 2.52981 -1.80066 -4.61999 0.02 -0.06 -0.03
H -0.11643 -5.19763 -2.99909 0.00 0.01 0.01
H -0.29860 -5.67667 -0.57844 -0.01 0.03 -0.04
H -0.25851 -3.76334 1.02803 0.00 0.01 0.00
N 0.04628 7.75426 2.09194 0.02 -0.04 0.00
C 0.04582 6.42604 2.00253 -0.02 0.06 0.01
C 0.79729 5.77820 0.98074 0.01 0.08 -0.01
C 0.78548 4.42516 0.87478 -0.04 -0.02 0.15
C 0.02650 3.67076 1.80273 0.36 0.23 -0.11
C -0.73185 4.28956 2.82197 0.10 0.10 -0.09
C -0.70857 5.64544 2.92119 0.00 0.07 0.01
S -0.09958 2.04302 1.61251 -0.77 -0.10 0.31
O 1.19795 1.27190 1.40327 -0.47 -0.37 -0.22
O -0.87376 1.38201 2.64550 0.08 0.50 0.12
N -0.71429 1.50471 0.15969 -0.37 0.89 -0.03
C -1.92898 1.96877 -0.45497 0.39 -0.36 0.34
N -2.34435 3.17472 -0.16587 -0.11 0.26 0.01
C -3.46663 3.55231 -0.79242 0.13 0.09 0.11
C -4.12258 2.72457 -1.68286 -0.07 0.00 -0.05
C -3.58391 1.46598 -1.87942 0.04 -0.09 -0.04
N -2.47511 1.06956 -1.24980 -0.09 -0.15 -0.13
H 0.57838 8.32267 1.45395 0.00 0.01 0.01
H -0.46971 8.23173 2.81242 0.00 0.00 0.00
H 1.38148 6.37245 0.28975 -0.03 0.01 0.02
H 1.36006 3.93767 0.09568 -0.05 -0.02 0.03
H -1.31342 3.69513 3.51274 0.01 -0.01 -0.04
H -1.26836 6.13925 3.70515 0.01 0.01 -0.03
H -3.83194 4.54652 -0.56790 0.00 0.00 0.01
H -5.01983 3.04022 -2.19427 0.01 0.01 0.00
H -4.04541 0.75059 -2.54907 0.00 -0.01 0.01
```
Positions in Å, forces in eV/Å.

Values from the calculation:
E_tot   -3193.002645 a.u.
Relative energy (zero: lowest compared OMol25 entry of this formula, charge and spin)   72.7 kJ/mol
HOMO-LUMO gap   6.19 eV
Charge   +3

Here are the Löwdin charges for atoms 1 to 8, given in e: Ta 1.535; C 0.033; C -0.212; N -0.027; N 0.024; C -0.736; N 0.179; S 0.803

Here is a cluster of 2 separate species, C26H31NO6S in total at a distorted geometry from the OMol25 dataset. Energies are from ωB97M-V with the def2-TZVPD basis set.

Geometry as XYZ:
```
65
Properties=species:S:1:pos:R:3:forces:R:3
C -2.63897 5.04585 4.36478 -0.52 -0.71 -0.14
C -2.88565 3.67759 3.69830 0.64 0.20 0.01
C -2.98902 3.70343 2.18802 -0.31 -0.64 0.79
C -2.58143 4.69536 1.40734 0.12 -0.11 -0.62
C -2.72317 4.52210 -0.08146 -0.07 0.12 -0.15
O -2.98198 5.43311 -0.84503 0.45 -0.51 0.50
C -2.53015 3.09436 -0.55846 -0.25 0.66 0.47
C -1.96219 2.80941 -1.77488 0.07 0.31 -0.49
C -1.78330 1.49081 -2.11555 0.41 -0.34 -1.13
C -2.14147 0.42437 -1.31429 -0.13 -0.17 0.13
C -1.84811 -0.98263 -1.78867 0.35 -0.33 0.36
C -0.39189 -1.24463 -2.17167 -0.51 -0.06 -0.18
C -0.06354 -2.42439 -2.81756 -0.44 -0.31 -0.11
C 1.22892 -2.67741 -3.20499 0.32 -1.05 -0.52
C 2.25988 -1.79090 -2.97879 0.66 0.41 0.10
C 3.68381 -2.01972 -3.42308 0.08 -0.18 -0.29
C 1.94468 -0.62440 -2.30099 0.55 -0.31 -0.31
C 0.64780 -0.37916 -1.91538 -0.18 1.31 0.70
C -2.76306 0.71263 -0.09764 -0.42 -0.68 0.34
C -3.23278 -0.39307 0.82856 -0.08 -0.33 -0.20
C -2.19810 -0.74894 1.92245 -0.06 0.00 0.00
C -2.80014 -1.32130 3.22404 -0.10 -0.36 0.04
C -4.08606 -2.14933 3.03461 0.37 0.14 0.46
N -3.93081 -3.21950 2.02987 -0.46 0.24 -0.01
C -2.94054 2.04244 0.25450 -0.41 0.51 0.96
C -3.59494 2.45947 1.55920 -0.01 0.07 -0.30
O -4.54462 1.89606 2.06904 0.64 0.31 -0.08
H -3.57277 5.61619 4.31379 0.32 0.18 0.12
H -2.36864 4.85300 5.40751 -0.09 0.30 -0.12
H -1.82923 5.59984 3.88500 -0.10 -0.04 0.13
H -2.01830 3.04180 3.94709 -0.22 -0.05 -0.18
H -3.74795 3.16378 4.13646 0.02 0.20 -0.21
H -2.12317 5.58857 1.82271 -0.31 0.08 -0.32
H -1.64972 3.58365 -2.46886 -0.12 0.05 0.23
H -1.32151 1.26076 -3.07564 -0.05 0.09 0.14
H -2.07778 -1.70929 -1.00038 -0.02 0.20 -0.12
H -2.49750 -1.26698 -2.62832 0.14 0.24 0.05
H -0.81817 -3.17402 -3.04783 -0.04 0.18 0.09
H 1.43415 -3.61983 -3.71194 0.03 0.15 0.02
H 4.24959 -1.08277 -3.40017 -0.08 -0.17 0.10
H 3.74726 -2.38778 -4.45472 -0.12 0.01 0.19
H 4.20820 -2.75406 -2.79944 -0.13 0.15 -0.02
H 2.75407 0.07873 -2.11950 -0.30 0.10 0.14
H 0.45364 0.56636 -1.41257 -0.05 -0.19 -0.01
H -4.19523 -0.15349 1.28189 0.25 0.28 -0.12
H -3.42777 -1.26812 0.20008 0.03 0.06 0.28
H -1.49237 -1.48785 1.52256 -0.09 0.20 -0.03
H -1.61075 0.15314 2.14254 -0.06 -0.19 0.08
H -2.05604 -1.97649 3.69798 -0.06 0.15 -0.14
H -3.02429 -0.54436 3.96909 0.02 0.06 -0.32
H -4.30977 -2.60948 4.00623 -0.04 0.11 -0.18
H -4.91487 -1.46234 2.81545 0.04 -0.24 -0.05
H -4.44799 -2.94232 1.20136 0.21 -0.12 -0.08
H -4.40408 -4.05679 2.35199 0.13 0.03 0.02
O 7.22759 0.04400 -2.42739 -0.22 0.06 -0.15
S 7.39487 -1.35517 -2.57495 0.25 -0.22 0.37
O 6.95083 -2.05677 -3.72187 0.03 0.15 -0.19
O 6.79941 -2.07145 -1.26479 0.25 0.32 -0.04
C 7.81456 -2.85671 -0.63111 0.14 -0.47 -0.08
C 9.11386 -2.15935 -0.97465 0.03 0.33 0.41
O 8.93984 -1.71951 -2.32593 -0.32 -0.31 -0.09
H 7.78035 -3.86424 -1.05130 0.03 0.00 0.02
H 7.64055 -2.90607 0.44082 -0.18 0.16 -0.04
H 9.97503 -2.81745 -0.89595 0.01 0.01 -0.26
H 9.27090 -1.27875 -0.34750 0.00 -0.05 0.04
```
Positions in Å, forces in eV/Å.

Values from the calculation:
E_tot   -1913.690270 a.u.
SMILES   CCC1=CC(=O)c2ccc(Cc3ccc(C)cc3)c(CCCCN)c2C1=O.O=S1(=O)OCCO1
Relative energy (zero: lowest compared OMol25 entry of this formula, charge and spin)   0.0 kJ/mol
HOMO-LUMO gap   8.25 eV
Charge   0

Here are the Löwdin charges for atoms 1 to 8, given in e: C -0.096; C -0.190; C -0.137; C 0.064; C -0.302; O 0.107; C -0.092; C 0.002

Here is a structure of composition C26H32BN8O5S3V at a distorted geometry from the OMol25 dataset. Energies are from ωB97M-V with the def2-TZVPD basis set.

Geometry as XYZ:
```
76
Properties=species:S:1:pos:R:3:forces:R:3
V -0.29619 -0.51527 1.03022 0.47 0.70 1.69
C -1.56136 0.49892 2.58582 -0.24 -0.04 0.35
C -0.34590 0.14514 3.24337 -0.24 -0.15 0.30
C -0.28059 -1.26401 3.31336 -0.11 0.19 0.04
C -1.40864 -1.79610 2.63573 -0.19 0.10 0.13
C -2.19770 -0.70659 2.18392 -0.20 0.09 0.29
C -3.57131 -0.83356 1.60434 0.13 0.06 0.02
C -1.91518 -3.20924 2.64579 0.16 0.06 -0.21
C 0.73790 -1.97137 4.14899 0.10 0.00 -0.19
C 0.55890 1.05728 4.00518 0.10 -0.12 -0.14
C -2.19876 1.84549 2.61249 -0.01 0.02 0.01
H -3.81684 0.02485 0.98594 -0.07 0.00 0.00
H -4.30771 -0.88776 2.41223 -0.01 -0.06 0.00
H -3.66093 -1.73285 0.99343 -0.04 0.03 -0.03
H -1.98733 -3.62528 1.63719 -0.02 -0.04 0.02
H -2.91709 -3.23110 3.07827 0.00 -0.03 0.01
H -1.27695 -3.85917 3.24407 -0.01 -0.02 -0.01
H 0.72493 -1.55424 5.15812 -0.05 -0.02 0.02
H 1.74157 -1.82099 3.74862 0.02 -0.04 0.05
H 0.55422 -3.04283 4.21362 0.01 0.00 -0.01
H 1.60200 0.75974 3.88764 0.01 0.06 0.00
H 0.30610 1.01525 5.07018 0.01 -0.05 0.00
H 0.45955 2.08367 3.67457 0.03 0.11 -0.01
H -2.81768 2.01468 1.74005 -0.03 0.02 0.01
H -1.46051 2.63976 2.65906 0.03 0.06 -0.01
H -2.83193 1.90739 3.50506 0.02 -0.03 0.02
B 3.45397 -0.37407 0.43828 -0.20 0.22 -0.07
N 2.67867 -1.69017 0.77576 0.12 -0.15 -0.07
C 3.27492 -2.88376 0.76335 -0.18 -0.08 -0.05
C 2.37100 -3.85069 1.16906 -0.07 -0.03 0.07
C 1.21382 -3.13209 1.42603 0.26 -0.01 0.09
N 1.39501 -1.82431 1.18909 0.37 -0.30 -0.27
N 3.13442 0.05501 -1.02548 -0.06 -0.01 -0.07
C 3.84862 0.91945 -1.76271 0.09 0.09 0.06
C 3.23451 1.05361 -2.99272 0.07 0.07 -0.07
C 2.12440 0.21069 -2.90533 -0.02 -0.11 0.22
N 2.07156 -0.38841 -1.71436 -0.29 -0.14 -0.15
H 3.14172 0.45801 1.23928 0.03 0.12 0.05
H 4.62670 -0.65240 0.48244 0.12 -0.07 0.11
H 4.30297 -2.97786 0.46174 0.02 0.12 0.02
H 2.52460 -4.90997 1.28162 0.03 0.01 0.00
H 0.27732 -3.51410 1.78764 -0.03 0.10 -0.06
H 4.73116 1.38633 -1.35624 0.00 -0.01 0.00
H 3.53896 1.65998 -3.82958 0.03 0.04 0.05
H 1.36960 0.02380 -3.65205 -0.13 -0.06 0.03
N 0.48745 3.94358 -5.51841 -0.05 0.07 0.00
C -0.20410 3.27165 -4.51602 -0.13 -0.04 0.08
C 0.04206 3.56510 -3.17423 0.06 0.05 0.00
C -0.70579 2.97164 -2.17854 -0.02 0.03 0.00
C -1.69006 2.05615 -2.52138 -0.22 -0.16 0.19
C -1.94308 1.73874 -3.84541 0.03 -0.07 0.02
C -1.20284 2.34798 -4.84141 0.05 0.01 -0.06
S -2.65666 1.33641 -1.23052 -0.26 0.19 0.05
O -2.92047 2.36802 -0.26517 0.35 -0.05 0.04
O -3.81866 0.68237 -1.78053 0.31 -0.02 -0.12
N -1.70635 0.19404 -0.48843 -0.14 -0.09 -0.54
C -1.41188 -0.88480 -1.20529 -0.39 -0.72 -0.93
N -0.76262 -1.83063 -0.46943 -0.41 0.02 -0.68
C -0.49343 -2.98940 -1.05484 0.13 -0.26 -0.08
C -0.84414 -3.25724 -2.35993 -0.03 -0.05 0.10
C -1.43795 -2.21083 -3.05673 0.03 0.18 0.08
N -1.71421 -1.04764 -2.50983 0.04 0.07 0.02
H 1.35143 4.37287 -5.23386 0.06 -0.06 -0.03
H 0.53036 3.48569 -6.41225 0.07 -0.04 0.01
H 0.82680 4.26018 -2.89916 -0.02 0.01 0.01
H -0.52063 3.22157 -1.14369 0.03 0.04 -0.07
H -2.71231 1.01268 -4.06751 0.01 0.01 -0.06
H -1.39083 2.11111 -5.88308 -0.03 0.02 0.00
H 0.02591 -3.72935 -0.46224 0.05 0.04 -0.01
H -0.63680 -4.21290 -2.81568 0.03 0.01 0.01
H -1.69281 -2.30591 -4.10921 0.02 -0.06 0.01
O 0.35565 3.83670 2.36432 0.01 -0.29 -0.24
S 1.29906 3.41217 1.34548 0.52 0.57 0.58
O 1.20966 4.14796 0.10580 0.00 -0.17 -0.04
O 2.63123 3.13737 1.82399 -0.16 -0.07 -0.07
S 0.55949 1.48389 0.61010 0.01 0.13 -0.48
```
Positions in Å, forces in eV/Å.

Values from the calculation:
Multiplicity   2
E_tot   -3987.799983 a.u.
Relative energy (zero: lowest compared OMol25 entry of this formula, charge and spin)   22.7 kJ/mol
HOMO-LUMO gap (alpha / beta)   6.53 / 7.73 eV
Charge   -1

Here are the Löwdin charges for atoms 1 to 8, given in e: V 0.616; C -0.286; C -0.284; C -0.247; C -0.257; C -0.286; C -0.012; C -0.031